Record 1
C34H39BrN4O2P2Re as an isolated structure, computed with the ωB97M-V functional and the def2-TZVPD basis.

Atoms and positions in Å:
Re1 -0.9471 0.8721 -4.2287
C1 0.2291 0.5616 -5.7750
C2 0.4771 1.8705 -5.1377
C3 0.0168 3.1100 -5.8459
C4 -1.5130 3.1323 -5.9689
C5 -2.1875 2.1689 -5.0182
C6 -2.5598 0.7513 -5.2916
C7 -2.1317 0.1029 -6.5705
C8 -0.6699 0.4145 -6.9697
C9 -1.1545 0.1773 -2.0770
H1 1.1749 0.0065 -5.8744
H2 1.4295 1.9495 -4.6112
H3 0.4852 3.1024 -6.8364
H4 0.3995 3.9948 -5.3217
H5 -1.8205 4.1620 -5.7496
H6 -1.8189 2.9412 -6.9986
H7 -2.9231 2.6938 -4.4081
H8 -3.5064 0.4430 -4.8290
H9 -2.8263 0.3486 -7.3812
H10 -2.2121 -0.9747 -6.3863
H11 -0.3060 -0.4771 -7.4961
H12 -0.5956 1.2834 -7.6359
H13 -0.8940 -0.4994 -3.0516
H14 -2.1327 -0.2392 -1.8014
H15 -0.3797 -0.0953 -1.3323
P1 -1.4426 2.1810 -1.8090
P2 1.9383 1.0202 -1.7888
N1 -3.2940 2.3403 -2.0317
N2 -1.5115 2.7640 -0.0177
N3 2.3248 -0.1682 -3.1453
N4 3.4314 1.5483 -1.2528
C10 -0.1163 3.4359 -2.2632
C11 1.3273 2.9667 -2.0223
C12 -4.1123 1.2571 -2.3684
C13 -5.4242 1.7034 -2.5059
C14 -5.4191 3.1060 -2.2414
C15 -4.1076 3.4720 -1.9483
C16 -2.4497 2.2185 0.8666
C17 -2.7915 3.1725 1.8157
C18 -2.0145 4.3367 1.5521
C19 -1.1927 4.0374 0.4807
C20 1.4983 -1.3016 -3.3829
C21 2.0314 -2.0514 -4.4289
C22 3.0817 -1.2666 -5.0067
C23 3.2037 -0.1053 -4.2409
C24 4.6743 1.5307 -1.8936
C25 5.6493 1.5676 -0.9267
C26 5.0026 1.6943 0.3547
C27 3.6446 1.7469 0.1385
H16 -0.2874 4.3974 -1.7531
H17 -0.2795 3.6826 -3.3313
H18 1.9361 3.1857 -2.9070
H19 1.7883 3.5069 -1.1756
H20 -3.7164 0.2595 -2.5208
H21 -6.2545 1.0680 -2.7671
H22 -6.2786 3.7516 -2.2924
H23 -3.6787 4.4316 -1.6945
H24 -2.7682 1.1871 0.7493
H25 -3.5440 3.0632 2.5842
H26 -2.0687 5.2994 2.0491
H27 -0.3985 4.6495 0.0593
H28 0.7005 -1.6063 -2.7264
H29 1.7117 -3.0591 -4.7032
H30 3.6160 -1.4935 -5.9378
H31 3.7931 0.7715 -4.4510
H32 4.7299 1.4974 -2.9722
H33 6.7104 1.4908 -1.1151
H34 5.4752 1.6985 1.3224
H35 2.8017 1.8959 0.8002
Br1 1.2623 -3.3886 -0.9763
C28 1.7437 -2.8518 0.7718
C29 2.1583 -3.8541 1.6522
C30 2.3391 -3.5987 3.0150
C31 2.0905 -2.3166 3.5078
C32 1.7125 -1.2892 2.6430
C33 1.6353 -1.5240 1.2626
C34 1.3420 -0.3648 0.4057
O1 0.5944 0.5851 0.7548
O2 1.9703 -0.3874 -0.8026
H36 2.3249 -4.8567 1.2798
H37 2.6370 -4.4029 3.6876
H38 2.1849 -2.0953 4.5675
H39 1.5025 -0.2787 2.9940

Properties
Charge   +2
2S+1   4
HOMO energy (alpha / beta)   -12.83 / -13.50 eV
Kohn-Sham gap (alpha / beta)   4.9 / 5.7 eV

Record 2
C2H4N2O2 in the gas phase, computed with the ωB97M-V functional and the def2-TZVPD basis.

Atoms and positions in Å:
C1 0.5663 -0.5799 0.2708
C2 -0.8133 -0.2582 0.3584
N1 1.5903 -1.2158 0.2609
N2 2.9632 0.6783 -0.2369
O1 1.8548 1.2143 0.0641
O2 2.7874 -0.9446 0.0755
H1 -1.3523 -1.2419 0.3147
H2 -1.1664 0.2983 -0.4445
H3 -0.9794 0.5381 1.1119
H4 2.9646 0.6025 -1.2560

Properties
HOMO energy   -8.19 eV
Kohn-Sham gap   8.6 eV

ΔE to the lowest compared entry with this formula, charge and spin
In order: 124.0 189.7
Unit: kcal per mole